[1]
C4H8NOS | wB97M-V/def2-TZVPD

Structure (XYZ):
```
15
Properties=species:S:1:pos:R:3
C -0.47 -0.43 -1.23
C -1.35 -0.91 -0.03
S -2.14 0.09 1.16
C 0.90 0.00 -0.89
N 1.31 -0.11 0.45
C 2.31 0.84 0.86
O 1.61 0.42 -1.78
H -1.00 0.53 -1.62
H -0.34 -1.12 -2.02
H -0.70 -1.80 0.36
H -2.24 -1.58 -0.33
H 0.40 -0.08 0.97
H 1.98 1.16 1.89
H 3.27 0.19 0.80
H 2.53 1.71 0.11
```

For the gap between HOMO and LUMO, the calculation gives 0.242 Eh. The HOMO energy comes out at -2.72 eV. The net charge is -1. As for the SMILES: CNC(=O)CC[S-]. Its multiplicity is 1.

[2]
C4H8NOS | wB97M-V/def2-TZVPD

Structure (XYZ):
```
15
Properties=species:S:1:pos:R:3
C -2.54 -1.18 -0.09
C -1.55 -0.33 0.21
C 0.88 -0.86 0.07
C -0.20 0.13 0.50
N -0.07 1.44 -0.25
O -2.69 1.04 0.29
S -3.87 -0.09 -0.10
H -2.53 -2.24 -0.28
H 0.80 -1.11 -0.98
H 1.87 -0.44 0.27
H 0.78 -1.78 0.64
H -0.09 0.38 1.56
H -0.98 1.93 -0.07
H -0.01 1.27 -1.26
H 0.73 2.00 0.06
```

For the gap between HOMO and LUMO, the calculation gives 0.322 Eh. The HOMO energy comes out at -12.66 eV. The net charge is +1. Its multiplicity is 1.

[3]
C4H8NPS | wB97M-V/def2-TZVPD

Structure (XYZ):
```
15
Properties=species:S:1:pos:R:3
C 0.46 0.56 0.16
C 0.32 -0.94 -0.09
C -1.04 -1.49 -0.63
C 1.86 1.05 0.29
N -0.29 1.56 0.15
P -2.49 1.08 -0.29
S -2.28 -0.87 0.60
H 1.15 -1.26 -0.92
H 0.70 -1.22 0.92
H -1.13 -1.06 -1.69
H -1.15 -2.50 -0.48
H 1.92 2.04 0.64
H 2.45 0.91 -0.60
H 2.56 0.48 1.06
H -3.04 1.66 0.87
```

For the gap between HOMO and LUMO (spin up / spin down), the calculation gives 0.237 / 0.281 Eh. The HOMO energy (spin up / spin down) comes out at -5.77 / -9.28 eV. Its multiplicity is 3. The expectation value of S² is 2.016.

[4]
C4H8NS | wB97M-V/def2-TZVPD

Structure (XYZ):
```
14
Properties=species:S:1:pos:R:3
C 0.15 0.79 -0.63
C -0.69 0.16 -3.56
C 0.13 -0.11 0.29
C 0.14 -0.89 3.06
N -0.09 0.59 -2.23
S 0.19 0.51 1.89
H 0.25 1.77 -0.36
H -1.52 -0.53 -3.56
H 0.11 -1.15 0.21
H 0.78 -1.61 2.59
H -0.88 -0.88 3.24
H 0.55 -0.45 3.86
H 0.03 1.57 -2.43
H 0.86 0.24 -2.36
```

For the gap between HOMO and LUMO (spin up / spin down), the calculation gives 0.222 / 0.222 Eh. The HOMO energy (spin up / spin down) comes out at -12.58 / -12.58 eV. The net charge is +1. Its multiplicity is 1.

Calculated energy relative to the best compared isomer or geometry (same formula, charge and spin) in order - 117.05 240.71 56.81 687.60 kJ/mol